(1)
This record from the Open Molecules 2025 dataset describes a cluster of 10 separate species, C31H72ClN9O12PS in total at a distorted geometry. The level of theory is ωB97M-V with the def2-TZVPD basis set.

Its LUMO energy is 1.30 eV. The value obtained for the HOMO-LUMO gap is 3.71 eV. For the electronic energy, the calculation gives -3819.9922 Eh. The value obtained for the energy above the lowest of the compared OMol25 structures with the same formula, charge and spin is 25.4 kcal per mole.

Structure (ORCA input):
```
! RIJCOSX wB97M-V def2-TZVPD def2/J DEFGRID3
* xyz -1 1
H 2.30 -1.62 0.45
C 3.44 10.06 7.78
H 7.34 -14.28 -7.05
H 4.79 12.61 7.23
H -8.30 2.98 6.21
O -2.39 6.51 0.10
O -7.59 2.62 2.09
H 1.73 -7.26 -8.11
H 1.06 8.81 -0.56
H 3.88 13.77 6.26
C 3.69 10.01 0.86
C 1.31 -6.31 -7.77
H 1.50 7.26 -1.32
C 4.50 -8.99 -7.47
C -4.12 0.32 -0.30
O 3.69 -8.36 -8.16
H -3.12 0.54 -2.23
H 8.18 -12.78 -2.62
C -8.06 2.16 3.11
O -2.78 1.63 1.85
H -3.19 4.43 -1.05
H 3.76 10.88 8.42
C 3.81 12.84 6.82
C -3.94 2.50 -1.88
O 1.59 -5.72 -4.21
C 7.52 -14.21 -5.98
H 4.42 9.68 -0.96
H 4.72 12.42 0.24
H 8.21 -14.30 -3.54
C 3.36 11.74 5.89
H 6.05 -8.58 -4.69
H -7.59 -3.71 6.57
H -1.29 5.77 2.23
C -3.97 3.68 -0.85
H -0.18 7.14 2.17
H -0.94 7.64 -1.40
C -0.56 6.28 1.62
S -5.64 1.07 0.38
H -6.68 -1.28 9.44
H 2.91 9.81 5.74
N -0.44 7.38 -0.57
H 2.64 -2.76 -2.76
H 1.39 -3.12 -3.96
C -8.28 0.69 3.30
H 4.83 -9.83 -4.39
O -3.72 -0.77 2.31
O 3.28 8.86 0.96
H -9.34 0.48 3.47
H 2.76 -6.02 -6.25
C 5.45 -9.36 -5.16
H 1.40 -4.01 -2.44
H 1.68 -5.51 -8.41
H 1.41 7.39 0.45
H -6.64 -2.79 8.51
O 3.12 11.94 4.71
H -5.32 1.90 1.43
H 0.15 -1.05 -0.62
H -1.17 -0.84 1.62
H -7.69 0.33 4.15
H -0.78 -6.94 -5.78
H 5.95 11.62 -0.76
C 4.88 11.72 -0.57
H 4.39 12.10 -1.47
H 5.22 -11.00 -7.60
H 6.05 -12.22 -3.74
H 3.09 12.98 7.63
H 6.96 -14.03 -2.32
C 1.59 -3.04 -2.90
H -9.11 1.56 5.52
N 0.79 -1.76 -0.96
C -8.97 2.64 5.43
H 7.33 -15.18 -5.53
Cl -5.52 2.31 -2.79
H 5.23 -10.10 -9.12
H -0.91 -5.81 -4.42
H 2.31 -3.13 -0.48
H 2.51 9.64 8.17
H -8.89 -0.81 8.45
C -3.33 1.19 -1.35
C 1.67 -2.39 -0.01
H -6.43 -2.40 6.20
H 1.07 -2.87 0.77
H 3.93 -8.03 -5.82
P -2.98 0.26 1.18
C 3.50 11.01 1.97
C -7.29 -2.07 9.00
C 0.68 -2.00 -2.30
H 6.45 -9.74 -7.90
C -1.21 6.72 0.34
C -8.39 -1.72 6.75
N 4.33 10.41 -0.27
H -7.71 -2.80 5.05
H 0.26 5.58 1.41
H -2.32 1.45 -0.96
H 6.10 -10.11 -5.60
C 0.97 7.72 -0.48
H -7.83 -2.58 9.80
H -3.90 3.29 0.19
H 4.46 11.36 2.33
O -9.25 -1.13 6.12
O -0.12 -1.38 -2.98
H -9.93 3.14 5.54
H -3.24 2.86 -2.67
N 1.77 -6.07 -6.41
H -8.23 3.96 3.94
H -4.03 -1.49 1.75
C -7.47 -2.72 6.11
N -8.24 -1.48 8.09
C 5.41 -10.03 -8.06
C 6.61 -13.17 -5.39
N 3.21 10.50 6.42
H -7.95 0.16 2.41
N -8.41 2.99 4.14
O 5.81 -12.55 -6.08
H -0.82 -5.18 -6.06
H -4.95 4.21 -0.91
H 2.97 10.54 2.79
C 1.03 -5.91 -5.28
N 4.58 -8.74 -6.14
C 7.57 -13.55 -3.09
H 4.20 9.28 7.78
H 2.90 11.86 1.61
N 6.69 -12.93 -4.06
O -1.51 -0.46 0.80
C -0.47 -5.96 -5.40
H 8.57 -13.93 -5.83
H 0.23 -6.35 -7.83
*
```

(2)
This record from the Open Molecules 2025 dataset describes a cluster of 2 separate species, C2H9N2S4 in total at a distorted geometry. The level of theory is ωB97M-V with the def2-TZVPD basis set.

Its LUMO energy is -4.38 eV. The value obtained for the HOMO-LUMO gap is 7.71 eV. For the electronic energy, the calculation gives -1783.5603 Eh. The value obtained for the energy above the lowest of the compared OMol25 structures with the same formula, charge and spin is 6.2 kcal per mole.

Structure (ORCA input):
```
! RIJCOSX wB97M-V def2-TZVPD def2/J DEFGRID3
* xyz 1 1
H -0.12 -0.81 2.42
C -1.15 0.36 1.31
C -0.16 0.18 0.22
H 1.52 -0.04 -2.31
H -1.39 -0.28 3.30
S -1.28 2.22 1.24
H 2.09 -1.64 -2.46
N 1.97 -0.73 -2.99
H 1.36 0.98 1.91
N -0.69 0.01 2.62
H 2.71 -0.51 -3.63
S 1.47 0.14 0.76
H 1.26 -0.82 -3.71
S -2.63 -0.61 0.80
H -1.25 2.26 -0.10
S -0.44 -0.11 -1.34
H -3.28 -0.58 1.98
*
```

Ordered HOMO energy results: -2.42; -12.08; unit eV.